{"formula": "C30H60O10", "method": "the ωB97M-V functional and the def2-TZVPD basis", "species": ["C", "C", "C", "O", "H", "H", "H", "H", "H", "H", "C", "C", "C", "O", "H", "H", "H", "H", "H", "H", "C", "C", "C", "O", "H", "H", "H", "H", "H", "H", "C", "C", "C", "O", "H", "H", "H", "H", "H", "H", "C", "C", "C", "O", "H", "H", "H", "H", "H", "H", "C", "C", "C", "O", "H", "H", "H", "H", "H", "H", "C", "C", "C", "O", "H", "H", "H", "H", "H", "H", "C", "C", "C", "O", "H", "H", "H", "H", "H", "H", "C", "C", "C", "O", "H", "H", "H", "H", "H", "H", "C", "C", "C", "O", "H", "H", "H", "H", "H", "H"], "coordinates": [[3.94, 2.81, -3.84], [2.89, 1.76, -4.06], [2.20, 1.77, -5.40], [2.54, 1.00, -3.19], [4.67, 2.50, -3.09], [3.45, 3.73, -3.54], [4.51, 3.02, -4.75], [2.81, 1.25, -6.15], [2.12, 2.80, -5.74], [1.20, 1.37, -5.30], [-3.78, -2.73, -2.83], [-3.17, -3.80, -1.98], [-3.26, -3.67, -0.48], [-2.60, -4.74, -2.49], [-4.85, -2.66, -2.59], [-3.66, -2.97, -3.88], [-3.35, -1.75, -2.63], [-2.72, -4.49, -0.01], [-4.29, -3.66, -0.12], [-2.71, -2.77, -0.17], [-0.24, -4.50, 2.53], [0.69, -3.67, 1.67], [1.80, -2.90, 2.36], [0.52, -3.57, 0.48], [-1.04, -3.82, 2.84], [0.25, -4.88, 3.42], [-0.62, -5.32, 1.93], [2.51, -2.65, 1.57], [2.26, -3.52, 3.13], [1.44, -1.96, 2.79], [-0.48, -1.18, 6.04], [-1.32, -0.84, 4.83], [-1.68, 0.61, 4.65], [-1.68, -1.68, 4.03], [0.37, -0.49, 6.06], [-0.14, -2.21, 5.97], [-1.07, -1.04, 6.94], [-0.92, 1.27, 5.04], [-2.62, 0.77, 5.19], [-1.92, 0.79, 3.60], [2.43, -2.68, -3.37], [1.26, -2.64, -4.33], [-0.04, -2.17, -3.74], [1.37, -3.00, -5.48], [2.13, -3.20, -2.46], [2.68, -1.66, -3.09], [3.29, -3.15, -3.84], [-0.32, -2.87, -2.95], [-0.84, -2.12, -4.47], [0.09, -1.20, -3.26], [-0.99, 2.35, -3.19], [-0.34, 3.62, -3.67], [-0.98, 4.28, -4.86], [0.62, 4.10, -3.12], [-0.97, 1.59, -3.98], [-2.04, 2.53, -2.93], [-0.47, 1.94, -2.33], [-0.32, 5.01, -5.33], [-1.85, 4.84, -4.49], [-1.35, 3.56, -5.58], [-4.22, -0.97, 1.97], [-5.47, -1.25, 2.75], [-5.39, -1.01, 4.24], [-6.49, -1.64, 2.23], [-4.39, -1.18, 0.91], [-3.40, -1.54, 2.39], [-4.05, 0.11, 2.04], [-6.38, -1.15, 4.69], [-5.03, -0.01, 4.47], [-4.73, -1.76, 4.67], [1.24, 4.40, 0.40], [2.59, 4.06, -0.19], [3.29, 5.16, -0.93], [3.09, 2.97, -0.06], [0.85, 3.52, 0.90], [0.58, 4.72, -0.41], [1.35, 5.22, 1.11], [3.04, 6.15, -0.54], [2.92, 5.14, -1.96], [4.37, 5.01, -0.95], [-0.90, 0.87, 0.74], [-0.55, -0.10, -0.34], [0.90, -0.30, -0.66], [-1.41, -0.71, -0.95], [-1.98, 1.00, 0.86], [-0.45, 1.85, 0.53], [-0.50, 0.56, 1.71], [1.50, -0.53, 0.22], [1.31, 0.62, -1.11], [0.99, -1.13, -1.35], [3.37, 0.14, 4.87], [2.68, 0.83, 3.71], [3.28, 0.67, 2.33], [1.67, 1.46, 3.89], [4.42, -0.04, 4.66], [2.93, -0.85, 4.99], [3.27, 0.74, 5.77], [3.14, -0.35, 1.97], [4.35, 0.84, 2.39], [2.79, 1.38, 1.67]], "max_force_ev_per_a": 0.80, "orbital_gap_ev": 9.31, "relative_energy_kcal_mol": 0.0, "smiles": "CC(C)=O.CC(C)=O.CC(C)=O.CC(C)=O.CC(C)=O.CC(C)=O.CC(C)=O.CC(C)=O.CC(C)=O.CC(C)=O", "total_energy_ha": -1931.4794}